1.
23
Properties=species:S:1:pos:R:3:lowdin_charge:R:1 method="wB97M-V/def2-TZVPD" gap_ha="0.217 / 0.240" relative_energy_kcal_mol=129.59 e_tot_ev=-21773.8721 molar_mass_g_mol=178.18 total_charge=0 fmax_ev_per_a=3.2 e_lumo_ev="-0.99 / -0.03" e_homo_ha="-0.25310 / -0.24150"
C 2.110 0.387 1.885 -0.063
H -0.122 1.588 3.331 0.075
C -0.289 1.500 2.273 -0.061
N 0.556 0.079 -0.732 0.107
C 0.545 0.284 1.751 -0.408
H -1.880 0.701 -0.999 0.103
H -1.224 1.206 1.800 0.059
C 0.022 0.089 0.414 -0.024
H -0.018 2.396 1.655 0.098
H 2.592 0.540 2.885 0.086
N -0.239 -0.113 -1.829 -0.163
H 2.502 -0.554 1.382 0.095
C -2.274 0.004 -2.981 -0.087
H -3.318 0.244 -2.807 0.103
C -1.741 -0.558 -4.144 -0.099
C -0.472 -1.016 -4.064 -0.131
H -2.368 -0.622 -4.957 0.082
C -1.501 0.313 -1.905 -0.071
P 2.008 -1.216 -2.986 0.701
H 0.186 -0.650 2.277 0.152
C 0.342 -0.862 -2.809 -0.706
H 0.055 -1.591 -4.915 0.112
H 2.548 1.204 1.402 0.042

---

2.
24
Properties=species:S:1:pos:R:3:lowdin_charge:R:1 method="wB97M-V/def2-TZVPD" gap_ha=0.227 relative_energy_kcal_mol=174.37 e_tot_ev=-16021.3535 molar_mass_g_mol=177.21 total_charge=0 fmax_ev_per_a=4.3 e_lumo_ev=0.49 e_homo_ha=-0.20885
N 1.775 0.826 0.702 0.161
C -1.613 1.292 -0.295 -0.283
C -0.451 1.837 0.158 0.021
N -2.759 1.630 -0.858 0.140
H 4.204 0.054 -1.350 0.090
C 3.874 -0.253 -0.351 0.023
C 2.362 -0.043 -0.145 -0.227
O -2.399 -0.976 -0.377 -0.104
H -3.693 -2.117 0.794 0.046
C -0.345 -0.456 1.179 0.034
H -0.193 2.817 0.159 0.059
C -1.357 -0.109 -0.027 -0.297
H -2.986 2.594 -1.182 0.134
H 4.047 -1.359 -0.196 0.104
H 2.178 1.741 0.927 0.175
C -2.705 -1.969 0.592 -0.079
H 1.720 -1.644 -1.024 0.125
N 1.376 -0.797 -0.716 0.181
H -2.051 -1.709 1.465 0.073
H 4.368 0.199 0.439 0.048
C 0.390 0.780 0.720 -0.354
H -3.524 1.069 -0.645 0.075
H -2.342 -2.920 0.219 0.080
C 0.123 -0.486 -0.188 -0.224

---

3.
25
Properties=species:S:1:pos:R:3:lowdin_charge:R:1 method="wB97M-V/def2-TZVPD" gap_ha="0.215 / 0.201" relative_energy_kcal_mol=100.58 e_tot_ev=-17503.6566 molar_mass_g_mol=191.21 total_charge=+1 s_squared=2.03 fmax_ev_per_a=4.1 e_lumo_ev="-4.76 / -7.86" spin_multiplicity=3 e_homo_ha="-0.39000 / -0.48978"
C -3.035 2.031 -0.354 -0.186
N -0.476 -0.256 -2.688 0.152
N -1.217 -0.347 -1.531 -0.186
C -0.122 1.645 1.999 0.074
H 0.269 2.154 2.899 0.152
N 0.899 0.293 0.201 -0.069
H -1.683 2.845 1.736 0.104
N -1.906 -1.425 -1.376 0.136
H -2.149 -3.016 -2.732 0.103
C 0.843 0.528 1.636 -0.144
H 1.750 0.816 2.011 0.098
C -1.708 -2.111 -2.440 -0.057
H 1.342 -1.841 0.230 0.090
H -0.266 -1.452 -4.167 0.103
C -1.172 2.078 1.301 0.055
H 1.223 1.045 -0.382 0.144
H 0.526 -0.217 2.370 0.162
H 2.699 -0.955 -0.020 0.092
C 1.646 -0.910 -0.165 -0.061
O -3.299 3.063 0.135 0.130
C -0.780 -1.353 -3.266 -0.087
H -3.501 1.362 -1.248 0.184
C -1.142 0.487 -0.559 0.062
H 1.464 -1.045 -1.145 0.030
C -1.741 1.402 0.154 -0.082

---

4.
30
Properties=species:S:1:pos:R:3:lowdin_charge:R:1 method="wB97M-V/def2-TZVPD" gap_ha="0.166 / 0.203" relative_energy_kcal_mol=48.96 e_tot_ev=-44839.0798 molar_mass_g_mol=471.56 total_charge=+2 s_squared=0.96 fmax_ev_per_a=3.4 e_lumo_ev="-10.46 / -9.80" spin_multiplicity=2 e_homo_ha="-0.55073 / -0.56309"
O -0.420 3.709 -2.275 0.192
N 0.257 3.230 -0.164 0.028
C 1.583 -1.967 3.622 0.037
H -2.148 0.894 -4.090 0.052
C 2.645 -1.409 2.923 0.020
Re 0.702 0.260 -0.597 1.420
C -1.037 -1.488 0.989 0.040
N -1.798 -1.136 -1.170 0.008
H 1.805 2.488 0.873 0.132
C 0.321 -1.973 3.042 0.059
H 1.738 -2.403 4.600 0.144
N 0.837 2.249 0.657 -0.026
S -2.133 -1.484 -3.790 0.933
H 0.325 2.207 1.534 0.131
H -1.914 -2.072 1.245 0.168
S 0.523 -1.109 -2.532 0.786
N 1.194 -0.815 1.119 -0.108
C 2.409 -0.830 1.688 -0.063
C 0.073 2.951 -1.507 -0.621
C -2.912 0.129 -3.943 -0.337
O 0.501 1.705 -1.806 -0.250
C 0.156 -1.415 1.786 -0.225
H -3.505 0.347 -3.056 0.052
C -1.219 -1.210 -2.321 -1.008
H 3.646 -1.414 3.331 0.138
N -0.921 -0.907 -0.173 -0.220
H -0.527 -2.416 3.548 0.146
H 0.152 4.176 0.168 0.178
H -3.551 0.083 -4.823 0.059
H 3.217 -0.380 1.122 0.134

---

5.
23
Properties=species:S:1:pos:R:3:lowdin_charge:R:1 method="wB97M-V/def2-TZVPD" smiles="COc1cccc(CN=O)c1C" gap_ha=0.265 relative_energy_kcal_mol=257.56 e_tot_ev=-15086.0156 molar_mass_g_mol=165.19 total_charge=0 fmax_ev_per_a=11.3 e_lumo_ev=-2.18 e_homo_ha=-0.34489
C -1.215 0.659 0.235 -0.188
C 3.496 -0.924 -0.397 -0.126
H 3.987 -0.055 -1.033 0.090
H 3.846 -2.055 -0.579 0.104
O -4.086 -1.016 -0.598 -0.127
H -1.763 -1.816 0.711 0.019
H -1.727 2.711 -0.005 0.069
C -1.018 2.014 0.038 -0.029
C 0.321 2.294 -0.240 -0.087
C 1.101 0.099 0.058 -0.180
H -3.294 1.031 0.891 0.216
H 2.534 1.832 -0.001 0.175
C -0.699 -1.877 0.445 0.008
H -0.067 -2.335 1.259 0.082
C -2.675 0.237 0.190 -0.367
C 1.401 1.405 -0.217 -0.063
H -2.974 -0.632 0.943 0.156
C -0.150 -0.285 0.260 -0.109
H 3.935 -0.767 0.775 0.119
H -0.748 -2.560 -0.489 0.103
N -2.902 -0.185 -1.016 0.180
H 0.710 3.318 -0.706 0.143
O 1.989 -1.092 -0.523 -0.186

---

6.
23
Properties=species:S:1:pos:R:3:lowdin_charge:R:1 method="wB97M-V/def2-TZVPD" smiles="CC(C)=C1C=CC=C[C@H]1[N+](=O)[O-]" gap_ha="0.314 / 0.314" relative_energy_kcal_mol=144.89 e_tot_ev=-15090.9016 molar_mass_g_mol=165.19 total_charge=0 fmax_ev_per_a=5.2 e_lumo_ev="0.24 / 0.24" e_homo_ha="-0.30561 / -0.30561"
H -0.666 1.908 1.281 0.135
H -2.875 -0.751 1.237 0.047
N 1.251 -1.634 0.338 -0.326
H -2.055 0.663 1.882 0.098
C 2.223 0.378 -0.928 -0.048
H 1.849 2.772 1.413 0.121
C 1.476 1.899 0.795 -0.102
H 0.615 -1.020 -1.663 0.180
H 3.429 2.018 -0.172 0.110
H -3.106 0.818 0.400 0.078
C -1.755 -1.303 -1.011 -0.033
H 2.840 0.075 -1.644 0.058
C -2.483 0.155 0.944 -0.022
C -0.087 0.396 -0.092 -0.219
C 2.489 1.462 -0.181 -0.049
C 0.256 1.469 0.767 -0.080
C 1.001 -0.444 -0.712 -0.113
H -1.256 -2.185 -0.952 0.028
O 2.317 -2.184 0.392 0.103
H -2.846 -1.355 -0.960 0.077
O 0.225 -1.946 0.875 0.068
C -1.259 -0.237 0.051 -0.207
H -1.587 -0.956 -2.061 0.096